No. 1
DFT (the ωB97M-V functional and the def2-TZVPD basis) results for a 18-piece molecular cluster, C29H32Cl51F3NO5P overall.

The frontier orbital gap comes out at 7.415 eV. As for the spin multiplicity: 1. The calculation puts the LUMO energy at -1.7 eV. As for the charge: 0. Its HOMO energy is -9.11 eV.

Last column: Mulliken charge in e.
Atoms and positions in Å:
N (4.73, -2.72, 2.73)  -0.57
P (4.68, -2.13, 1.12)  0.75
O (5.40, -0.64, 1.20)  -0.60
C (2.91, -1.64, 1.13)  -0.08
C (1.92, -2.30, 1.75)  -0.92
C (0.55, -1.74, 1.87)  0.38
O (-0.34, -2.44, 2.32)  -0.50
C (0.34, -0.29, 1.53)  1.18
C (-0.92, 0.46, 1.90)  -1.14
C (-2.19, -0.37, 2.07)  0.68
O (-2.67, -0.84, 0.83)  -0.65
C (-3.28, 0.51, 2.66)  0.55
F (-4.47, -0.10, 2.69)  -0.24
F (-2.97, 0.81, 3.95)  -0.28
F (-3.43, 1.69, 2.03)  -0.23
C (1.33, 0.34, 0.88)  0.49
C (1.44, 1.82, 0.66)  -0.13
C (2.75, 2.37, 1.30)  -0.34
C (2.49, 3.26, 2.53)  -0.69
O (1.41, 2.83, 3.33)  -0.47
C (2.46, -0.48, 0.33)  -0.29
O (2.92, -0.26, -0.77)  -0.69
H (5.51, -2.34, 3.26)  0.28
H (3.89, -2.48, 3.25)  0.24
H (5.17, -0.17, 2.01)  0.28
H (2.08, -3.28, 2.20)  0.67
H (-0.75, 1.09, 2.78)  0.49
H (-1.13, 1.14, 1.07)  0.23
H (-2.09, -1.19, 2.79)  -0.46
H (-2.24, -1.69, 0.66)  0.42
H (1.47, 2.06, -0.40)  0.18
H (0.61, 2.37, 1.09)  0.36
H (3.42, 1.56, 1.61)  -0.19
H (3.31, 2.94, 0.56)  0.38
H (2.28, 4.28, 2.23)  0.35
H (3.40, 3.29, 3.14)  0.39
H (1.50, 1.87, 3.47)  0.28
C (5.67, -6.81, 2.65)  0.01
Cl (4.03, -6.15, 2.54)  -0.02
Cl (6.86, -5.52, 2.78)  -0.12
Cl (5.80, -7.93, 4.00)  -0.13
H (5.86, -7.35, 1.73)  0.23
C (1.69, -2.88, -2.84)  1.15
Cl (-0.03, -2.73, -2.50)  -0.12
Cl (2.36, -4.32, -2.05)  -0.12
Cl (2.01, -2.90, -4.56)  -0.12
H (2.18, -2.01, -2.42)  -0.86
C (-6.51, 3.05, 3.43)  0.30
Cl (-7.68, 2.32, 4.54)  -0.14
Cl (-6.74, 2.43, 1.79)  -0.12
Cl (-6.65, 4.81, 3.46)  -0.11
H (-5.52, 2.78, 3.76)  0.06
C (2.00, -9.29, 1.49)  0.54
Cl (0.99, -8.36, 0.38)  -0.12
Cl (1.40, -10.93, 1.68)  -0.12
Cl (3.68, -9.29, 0.96)  -0.13
H (1.96, -8.81, 2.45)  -0.17
C (-2.83, -4.30, 4.71)  0.12
Cl (-3.86, -5.01, 5.95)  -0.14
Cl (-3.31, -4.84, 3.10)  -0.14
Cl (-2.87, -2.54, 4.80)  -0.09
H (-1.81, -4.62, 4.89)  0.24
C (-0.32, 1.54, -3.52)  0.13
Cl (-2.02, 2.00, -3.53)  -0.13
Cl (0.72, 2.95, -3.76)  -0.17
Cl (0.11, 0.70, -2.03)  0.01
H (-0.15, 0.86, -4.35)  0.11
C (-0.68, -9.27, 5.31)  0.61
Cl (-1.63, -8.34, 4.14)  -0.10
Cl (-1.28, -10.91, 5.45)  -0.12
Cl (1.03, -9.26, 4.86)  -0.11
H (-0.76, -8.79, 6.28)  -0.27
C (0.24, 6.45, 7.15)  0.14
Cl (1.35, 5.86, 8.39)  -0.13
Cl (-1.35, 6.81, 7.83)  -0.07
Cl (0.90, 7.86, 6.32)  -0.12
H (0.12, 5.66, 6.41)  0.19
C (5.16, -0.25, -4.92)  -0.13
Cl (5.47, -1.73, -5.82)  -0.13
Cl (4.12, 0.84, -5.84)  -0.12
Cl (4.46, -0.61, -3.34)  0.07
H (6.11, 0.24, -4.76)  0.33
C (-3.16, 1.07, -7.25)  0.25
Cl (-1.45, 0.74, -6.91)  -0.11
Cl (-4.20, -0.10, -6.43)  -0.12
Cl (-3.60, 2.72, -6.80)  -0.04
H (-3.31, 0.97, -8.31)  0.03
C (-1.58, 5.93, -7.53)  -0.13
Cl (-3.30, 6.31, -7.47)  -0.14
Cl (-0.63, 7.38, -7.84)  -0.09
Cl (-1.06, 5.15, -6.03)  0.00
H (-1.41, 5.24, -8.34)  0.36
C (-3.08, 7.59, -3.68)  0.55
Cl (-2.63, 9.22, -4.19)  -0.13
Cl (-2.14, 7.08, -2.28)  -0.13
Cl (-4.81, 7.50, -3.35)  -0.13
H (-2.86, 6.91, -4.50)  -0.17
C (7.55, -3.45, -1.61)  -0.22
Cl (7.99, -1.78, -1.94)  -0.12
Cl (8.24, -3.99, -0.07)  -0.11
Cl (5.80, -3.65, -1.61)  0.04
H (7.96, -4.07, -2.39)  0.40
C (0.50, -8.26, 9.26)  -0.01
Cl (-1.17, -8.39, 8.72)  -0.13
Cl (1.34, -9.79, 9.04)  -0.10
Cl (1.33, -6.96, 8.40)  -0.10
H (0.50, -8.02, 10.31)  0.34
C (-1.86, 9.48, -11.43)  0.01
Cl (-0.14, 9.23, -11.18)  -0.12
Cl (-2.81, 8.30, -10.52)  -0.07
Cl (-2.33, 11.12, -11.01)  -0.12
H (-2.07, 9.33, -12.48)  0.31
C (-5.53, 7.04, 6.45)  0.05
Cl (-4.14, 6.23, 5.75)  -0.08
Cl (-5.11, 7.82, 7.98)  -0.13
Cl (-6.22, 8.21, 5.33)  -0.12
H (-6.29, 6.29, 6.66)  0.29
C (-5.20, 0.59, -11.59)  0.03
Cl (-6.88, 0.06, -11.69)  -0.11
Cl (-4.92, 1.53, -10.12)  -0.08
Cl (-4.09, -0.77, -11.68)  -0.12
H (-5.00, 1.24, -12.44)  0.30

---

No. 2
DFT (the ωB97M-V functional and the def2-TZVPD basis) results for a 2-piece molecular cluster, CH5O2PS overall in a non-equilibrium geometry.

The frontier orbital gap (spin up / spin down) comes out at 6.041 / 9.778 eV. As for the spin multiplicity: 1. The calculation puts the LUMO energy (spin up / spin down) at -2.6 / 0.2 eV. As for the charge: 0. Its HOMO energy (spin up / spin down) is -8.62 / -9.53 eV.

Last column: Mulliken charge in e.
Atoms and positions in Å:
C (1.69, 0.41, 0.17)  -0.98
O (-0.60, -1.11, -1.20)  -0.38
O (-0.45, -1.06, 1.23)  -0.40
P (-1.44, -0.92, 0.15)  0.51
S (-1.89, 1.24, 0.01)  -0.23
H (1.74, 0.27, 1.27)  0.33
H (1.17, 1.37, -0.04)  0.31
H (1.79, -0.52, -0.26)  0.39
H (-1.20, -1.18, -1.99)  0.33
H (-0.82, 1.51, 0.66)  0.12

---

No. 3
DFT (the ωB97M-V functional and the def2-TZVPD basis) results for C18H24N6O5ReS2Se3 as an isolated structure.

The frontier orbital gap (spin up / spin down) comes out at 6.279 / 6.783 eV. As for the spin multiplicity: 2. The calculation puts the LUMO energy (spin up / spin down) at -1.9 / -1.5 eV. Its expectation value of S² is 0.91. As for the charge: 0. Its HOMO energy (spin up / spin down) is -8.14 / -8.29 eV.

Last column: Mulliken charge in e.
Atoms and positions in Å:
Re (-0.75, 0.51, 1.01)  1.55
N (0.84, -0.87, 0.48)  -0.55
C (1.97, -0.64, 1.41)  -0.47
C (1.36, -0.46, 2.79)  0.50
O (1.89, -0.87, 3.80)  -0.66
N (0.15, 0.20, 2.74)  -0.08
C (-0.81, -0.09, 3.79)  0.14
C (-1.82, -1.06, 3.16)  0.58
O (-2.55, -1.78, 3.80)  -0.64
O (-1.81, -1.00, 1.83)  -0.72
H (0.48, -1.81, 0.59)  0.35
H (1.16, -0.77, -0.49)  0.07
H (2.47, 0.28, 1.10)  0.21
H (2.68, -1.45, 1.43)  0.48
H (-1.36, 0.80, 4.07)  -0.53
H (-0.36, -0.55, 4.67)  0.49
C (4.59, 0.58, -2.78)  -1.04
Se (2.69, 0.58, -2.35)  0.19
C (2.22, 2.26, -3.22)  -0.42
C (0.97, 2.11, -4.08)  -0.93
Se (-0.58, 1.54, -3.06)  0.08
C (-1.12, 3.29, -2.41)  -0.71
H (5.08, 1.44, -2.34)  0.34
H (4.72, 0.58, -3.86)  0.30
H (5.01, -0.33, -2.37)  0.31
H (3.08, 2.54, -3.83)  0.46
H (2.08, 3.02, -2.45)  0.02
H (1.12, 1.37, -4.86)  0.37
H (0.72, 3.06, -4.55)  0.42
H (-1.41, 3.91, -3.25)  0.46
H (-0.32, 3.76, -1.85)  0.14
H (-1.97, 3.15, -1.74)  0.16
N (0.33, 3.70, 6.81)  -0.55
C (-0.43, 3.56, 5.67)  1.14
C (0.08, 3.94, 4.42)  -0.91
C (-0.70, 3.84, 3.29)  -0.43
C (-1.99, 3.33, 3.39)  -0.48
C (-2.52, 2.96, 4.62)  -0.57
C (-1.74, 3.07, 5.75)  -0.57
S (-2.96, 3.19, 1.95)  1.30
O (-4.34, 2.99, 2.32)  -0.74
O (-2.63, 4.24, 1.04)  -0.69
N (-2.42, 1.76, 1.30)  -0.18
C (-3.10, 1.24, 0.25)  0.32
S (-4.73, 1.35, -0.29)  -0.06
C (-4.35, 0.18, -1.52)  -0.29
C (-3.08, -0.22, -1.45)  -1.01
N (-2.35, 0.41, -0.46)  -0.09
H (1.32, 3.83, 6.70)  0.20
H (0.03, 3.23, 7.64)  0.20
H (1.09, 4.32, 4.35)  0.34
H (-0.31, 4.16, 2.33)  0.63
H (-3.53, 2.59, 4.67)  0.47
H (-2.15, 2.78, 6.71)  0.29
H (-5.11, -0.13, -2.23)  0.46
H (-2.59, -0.93, -2.10)  0.48
Se (2.08, 4.36, 0.17)  -0.07
C (1.08, 2.95, 0.33)  0.15
N (0.40, 1.99, 0.43)  -0.19

---

No. 4
DFT (the ωB97M-V functional and the def2-TZVPD basis) results for a 4-piece molecular cluster, C18H40FN10O3P2 overall in a non-equilibrium geometry.

The frontier orbital gap comes out at 7.982 eV. As for the spin multiplicity: 1. The calculation puts the LUMO energy at -3.7 eV. As for the charge: +1. Its HOMO energy is -11.72 eV.

Last column: Mulliken charge in e.
Atoms and positions in Å:
N (1.89, -0.89, 1.00)  -0.72
P (1.62, 0.02, -0.22)  0.55
N (0.03, 0.03, -0.94)  0.59
C (-0.35, -1.30, -1.54)  -1.17
C (-1.81, -1.66, -1.36)  0.36
C (-2.17, -2.93, -2.12)  -0.83
C (-3.65, -3.25, -1.95)  -0.92
N (-4.04, -3.25, -0.53)  0.05
C (-4.86, -2.18, -0.09)  0.15
N (-5.98, -1.96, -0.61)  -0.66
N (-4.26, -1.41, 0.98)  -0.33
C (-0.94, 0.69, -0.26)  -0.47
N (-1.13, 0.44, 1.04)  0.25
F (-2.24, 1.05, 1.57)  -0.22
N (-1.65, 1.66, -0.81)  -0.15
P (-1.56, 2.21, -2.46)  0.74
O (-0.81, 1.31, -3.30)  -0.53
O (-1.04, 3.68, -2.24)  -0.36
O (-3.09, 2.45, -2.77)  -0.54
H (1.15, -1.48, 1.36)  0.20
H (2.40, -0.30, -1.33)  0.13
H (1.84, 1.38, 0.02)  0.01
H (-0.11, -1.24, -2.60)  0.32
H (0.27, -2.09, -1.10)  0.55
H (-2.46, -0.85, -1.74)  0.01
H (-2.05, -1.85, -0.31)  0.15
H (-1.56, -3.77, -1.77)  0.37
H (-1.94, -2.80, -3.18)  0.40
H (-4.26, -2.54, -2.52)  0.37
H (-3.86, -4.23, -2.38)  0.41
H (-4.47, -4.14, -0.30)  0.21
H (-6.47, -1.19, -0.17)  0.25
H (-4.43, -1.85, 1.88)  0.22
H (-4.70, -0.49, 0.99)  0.23
H (-1.10, -0.52, 1.36)  0.32
H (-2.32, 2.13, -0.21)  0.32
H (-1.67, 4.36, -2.55)  0.33
H (-3.67, 1.71, -2.54)  0.36
C (-1.22, -5.88, 2.02)  -1.12
C (-2.21, -5.30, 3.02)  -0.21
C (-3.55, -6.06, 3.04)  -0.50
C (-4.21, -6.01, 1.74)  0.34
N (-4.68, -5.98, 0.70)  -0.56
H (-1.61, -5.81, 1.00)  0.28
H (-0.28, -5.33, 2.05)  0.32
H (-1.01, -6.92, 2.23)  0.34
H (-2.41, -4.25, 2.79)  0.11
H (-1.79, -5.33, 4.02)  0.32
H (-4.23, -5.63, 3.78)  0.29
H (-3.40, -7.10, 3.31)  0.31
C (2.80, 7.04, 1.33)  -1.12
C (2.55, 6.63, -0.12)  -0.53
C (1.57, 5.46, -0.25)  -0.28
C (2.06, 4.26, 0.43)  0.39
N (2.52, 3.36, 0.97)  -0.57
H (3.25, 6.23, 1.90)  0.32
H (3.48, 7.89, 1.37)  0.34
H (1.87, 7.33, 1.82)  0.30
H (3.50, 6.35, -0.59)  0.32
H (2.15, 7.47, -0.68)  0.33
H (1.40, 5.20, -1.30)  0.21
H (0.60, 5.72, 0.19)  0.31
C (7.91, 1.75, -0.38)  -1.18
C (6.77, 2.42, 0.38)  -0.50
C (5.48, 1.59, 0.40)  -0.13
C (4.98, 1.35, -0.95)  0.26
N (4.59, 1.17, -2.02)  -0.55
H (7.65, 1.61, -1.43)  0.34
H (8.81, 2.36, -0.34)  0.35
H (8.14, 0.77, 0.05)  0.30
H (6.56, 3.40, -0.06)  0.27
H (7.07, 2.60, 1.41)  0.35
H (4.70, 2.10, 0.96)  0.21
H (5.66, 0.62, 0.87)  0.34

---

> What is the formula in the first record?

C29H32Cl51F3NO5P

---

> Which of these has the highest charge?

C18H40FN10O3P2

---

> What is the charge in the second record?

0

---

> Look up the charge of the fourth one.

+1